Formula: C3H5FO
Source: the Open Molecules 2025 dataset
Level of theory: ωB97M-V/def2-TZVPD

XYZ file:
```
10
Properties=species:S:1:pos:R:3:mulliken_charge:R:1
F -2.558 1.657 1.701 -0.19
O -0.949 0.437 0.969 -0.25
C -1.856 0.622 1.936 0.00
C 0.358 -0.008 -1.007 -0.77
C 0.145 -0.254 0.439 -0.17
H 0.716 -1.028 0.978 0.40
H -1.484 0.396 2.953 0.24
H 0.750 1.058 -1.170 0.22
H 1.074 -0.756 -1.448 0.28
H -0.649 0.037 -1.626 0.24
```

Results
energy relative to the best compared isomer or geometry (same formula, charge and spin) = 93.7 kcal/mol
orbital gap (spin up / spin down) = 0.3064 / 0.3104 Eh
DFT total energy = -7952.444 eV
charge = 0

Formula: C3H5FO
Source: the Open Molecules 2025 dataset
Level of theory: ωB97M-V/def2-TZVPD

XYZ file:
```
10
Properties=species:S:1:pos:R:3:mulliken_charge:R:1
F -2.319 0.090 -0.332 -0.34
O 1.345 -0.800 -0.198 -0.41
C 0.123 -0.129 -0.553 0.10
C -1.042 -0.367 0.345 -0.38
C 1.226 0.582 0.020 -0.33
H 1.810 1.255 -0.618 0.24
H 1.223 0.798 1.134 0.21
H -1.234 -1.420 0.570 0.23
H -1.003 0.173 1.207 0.28
H -0.129 -0.182 -1.574 0.40
```

Results
energy relative to the best compared isomer or geometry (same formula, charge and spin) = 36.3 kcal/mol
orbital gap = 0.4381 Eh
DFT total energy = -7954.936 eV
charge = 0
SMILES = FC[C@H]1CO1

Formula: C3H5FO2
Source: the Open Molecules 2025 dataset
Level of theory: ωB97M-V/def2-TZVPD

XYZ file:
```
11
Properties=species:S:1:pos:R:3:mulliken_charge:R:1
F -3.527 -0.791 0.474 -0.16
O -2.701 0.968 -0.378 -0.30
O 0.554 1.351 0.133 -0.44
C 1.438 0.617 0.492 0.22
C 1.666 -0.713 -0.070 -0.84
C -2.557 -0.334 -0.351 0.04
H -1.946 1.404 -0.739 0.41
H 0.699 -1.452 0.102 0.21
H 2.465 -1.263 0.192 0.38
H 2.267 0.938 1.311 0.22
H 1.642 -0.725 -1.166 0.26
```

Results
energy relative to the best compared isomer or geometry (same formula, charge and spin) = 67.5 kcal/mol
orbital gap = 0.3972 Eh
DFT total energy = -10001.536 eV
charge = 0

Formula: C3H5FO2S
Source: the Open Molecules 2025 dataset
Level of theory: ωB97M-V/def2-TZVPD

XYZ file:
```
12
Properties=species:S:1:pos:R:3:mulliken_charge:R:1
S -0.477 -0.737 -1.335 0.75
F 0.077 -1.146 1.432 -0.28
O -1.718 -0.694 -2.108 -0.53
O 0.748 -0.848 -2.181 -0.57
C 0.789 0.971 0.593 -0.62
C -0.804 0.489 -0.013 -0.10
C -0.322 0.107 1.263 -0.03
H 1.003 1.915 1.020 0.35
H 0.144 -1.855 -0.660 0.20
H -0.828 0.354 2.166 0.36
H -0.122 1.301 -0.386 0.20
H 1.509 0.145 0.209 0.28
```

Results
energy relative to the best compared isomer or geometry (same formula, charge and spin) = 152.6 kcal/mol
orbital gap = 0.3677 Eh
DFT total energy = -20832.853 eV
charge = 0

- Which formula does entry 1 have?
  C3H5FO

- What is the charge in the fourth record?
  0

What did the second record say?
Formula: C3H5FO
Source: the Open Molecules 2025 dataset
Level of theory: ωB97M-V/def2-TZVPD

XYZ file:
```
10
Properties=species:S:1:pos:R:3:mulliken_charge:R:1
F -2.319 0.090 -0.332 -0.34
O 1.345 -0.800 -0.198 -0.41
C 0.123 -0.129 -0.553 0.10
C -1.042 -0.367 0.345 -0.38
C 1.226 0.582 0.020 -0.33
H 1.810 1.255 -0.618 0.24
H 1.223 0.798 1.134 0.21
H -1.234 -1.420 0.570 0.23
H -1.003 0.173 1.207 0.28
H -0.129 -0.182 -1.574 0.40
```

Results
energy relative to the best compared isomer or geometry (same formula, charge and spin) = 36.3 kcal/mol
orbital gap = 0.4381 Eh
DFT total energy = -7954.936 eV
charge = 0
SMILES = FC[C@H]1CO1